# 1
DFT (ωB97M-V/def2-TZVPD) results for a cluster of 2 separate species, C2H6NO2P in total in a non-equilibrium geometry.

Output
* lowest unoccupied orbital energy (alpha / beta): -1.66 / -1.66 eV

Structure (ORCA input):
```
! wB97M-V def2-TZVPD RIJCOSX def2/J DEFGRID3
* xyz 0 1
C 0.776 0.582 0.152
C -1.581 0.804 0.324
N -0.413 0.158 -0.149
O 1.158 1.726 0.272
O -0.560 -1.685 0.427
P 2.088 -0.880 0.018
H -2.412 0.540 -0.269
H -1.855 0.844 1.407
H -1.301 1.810 -0.024
H -0.205 -2.117 -0.347
H 3.027 -0.415 -0.870
H 1.279 -1.366 -0.941
*
```

=====

# 2
DFT (ωB97M-V/def2-TZVPD) results for a cluster of 2 separate species, C2H6NO3 in total in a non-equilibrium geometry.

Output
* lowest unoccupied orbital energy: 3.89 eV

Structure (ORCA input):
```
! wB97M-V def2-TZVPD RIJCOSX def2/J DEFGRID3
* xyz -1 1
O -0.500 -0.165 1.459
C 0.205 -0.692 0.589
N 0.559 -0.020 -0.519
C 1.219 -0.796 -1.711
O 0.362 -1.492 -2.419
H 0.636 -1.681 0.731
H -0.083 0.642 -0.935
H 1.978 -1.465 -1.234
H 1.684 0.030 -2.302
H -1.741 1.360 1.551
H -1.922 2.382 2.734
O -2.398 1.897 2.054
*
```

=====

# 3
DFT (ωB97M-V/def2-TZVPD) results for a cluster of 2 separate species, C2H6NO3 in total in a non-equilibrium geometry.

Output
* lowest unoccupied orbital energy (alpha / beta): 4.29 / 4.29 eV

Structure (ORCA input):
```
! wB97M-V def2-TZVPD RIJCOSX def2/J DEFGRID3
* xyz -1 1
C -1.156 -0.362 -0.173
C 1.487 0.430 0.383
N 0.592 -0.761 0.890
O 1.179 -1.746 0.326
O 1.928 0.174 -0.829
O 0.776 1.645 0.469
H -0.674 0.066 -1.038
H -1.679 -1.290 -0.483
H -1.652 0.303 0.332
H 2.218 0.594 1.210
H 1.593 -0.764 -0.840
H -0.132 1.468 0.014
*
```

=====

# 4
DFT (ωB97M-V/def2-TZVPD) results for a structure of composition C2H6NO3 in a non-equilibrium geometry.

Output
* lowest unoccupied orbital energy: 4.14 eV

Structure (ORCA input):
```
! wB97M-V def2-TZVPD RIJCOSX def2/J DEFGRID3
* xyz -1 1
O -0.288 0.057 1.910
C 0.215 -0.091 0.800
N -0.394 -0.470 -0.368
C 1.226 -1.033 -1.223
O 2.219 -0.253 -1.282
H 1.214 0.359 0.685
H -1.004 -1.205 0.014
H 0.769 -1.041 -2.224
H 1.347 -1.939 -0.611
H -1.782 1.051 0.125
H -3.294 1.192 0.146
O -2.492 1.721 0.163
*
```

=====

# 5
DFT (ωB97M-V/def2-TZVPD) results for a structure of composition C2H6NO4 in a non-equilibrium geometry.

Output
* ⟨S²⟩: 0.7535
* lowest unoccupied orbital energy (alpha / beta): 0.52 / -1.80 eV

Structure (ORCA input):
```
! wB97M-V def2-TZVPD RIJCOSX def2/J DEFGRID3
* xyz 0 2
N -4.242 0.793 1.693
O -4.138 -0.078 0.847
O -4.954 0.459 2.852
O -3.786 1.943 1.641
H -4.236 0.539 3.732
C -3.576 0.989 4.811
O -3.743 2.282 4.556
C -3.969 3.556 4.097
H -4.063 0.727 5.750
H -2.528 0.747 4.825
H -4.117 3.533 3.027
H -4.826 3.915 4.637
H -3.098 4.127 4.352
*
```

=====

# 6
DFT (ωB97M-V/def2-TZVPD) results for a cluster of 2 separate species, C2H6NO4PS in total in a non-equilibrium geometry.

Output
* ⟨S²⟩: 2.0076
* lowest unoccupied orbital energy (alpha / beta): 0.51 / -2.94 eV

Structure (ORCA input):
```
! wB97M-V def2-TZVPD RIJCOSX def2/J DEFGRID3
* xyz 0 3
C 0.299 -0.515 -0.694
C -0.098 -0.713 1.590
N -0.113 0.693 -1.034
O -2.013 0.893 0.815
O 1.051 1.693 1.624
O -0.957 0.965 2.990
O -2.696 -0.741 2.472
P 0.652 0.485 2.668
S -1.641 0.029 1.901
H -0.140 -1.451 -1.190
H 1.418 -0.636 -0.363
H 0.205 -1.742 1.907
H 0.619 1.420 -0.687
H 0.344 2.046 1.149
H -1.004 0.833 -0.635
*
```